Formula: H27O17S
Source: the OMol25 dataset
Level of theory: ωB97M-V/def2-TZVPD

Charge   -1
LUMO   0.855 eV
Max |F|   12.4 eV/A
Molar mass   331.3 g/mol
Highest occupied orbital energy   -6.86 eV
ΔE to the lowest compared entry with this formula, charge and spin   51.46 kcal/mol

Each line ends with the Mulliken charge.
Atoms and positions in Å:
1 O 0.00620 -3.45173 1.76269  -0.261
2 H 0.35683 -2.49028 1.62553  0.379
3 H -0.67064 -3.63944 2.42150  0.401
4 H -0.02074 -3.82669 0.94193  0.398
5 S 0.06885 -0.09925 -0.14493  0.079
6 O 1.20860 -0.64876 -0.86334  -0.882
7 O -0.41775 -1.03849 0.89999  -0.825
8 O 0.55706 1.09095 0.43354  -0.506
9 O -1.03142 0.23179 -1.05552  -0.230
10 O 0.45460 -2.97920 -2.07555  -0.719
11 H 0.47964 -2.42858 -2.81817  0.314
12 H 0.83623 -2.24326 -1.43699  0.409
13 O -1.13571 2.14089 -2.70019  -0.722
14 H -1.81801 1.99247 -3.35379  0.262
15 H -1.08917 1.38669 -2.01046  0.450
16 O 3.28340 3.11055 1.24132  -0.677
17 H 3.20152 2.39777 1.72927  0.367
18 H 2.25197 3.31144 1.00678  0.355
19 O -1.44050 2.08520 2.19623  -0.652
20 H -0.76273 2.01479 1.46149  0.328
21 H -1.38668 1.24148 2.77576  0.338
22 O -3.24524 0.89749 -0.09549  -0.683
23 H -2.40795 0.54827 -0.46579  0.480
24 H -3.52068 1.52641 -0.79690  0.314
25 O -2.54122 -2.58751 0.79013  -0.684
26 H -2.67494 -3.11358 -0.12559  0.375
27 H -1.70262 -2.14666 0.50274  0.311
28 O -2.80896 -0.97939 -2.59745  -0.681
29 H -3.16193 -1.41149 -1.95102  0.237
30 H -2.17082 -0.38065 -2.19546  0.447
31 O 3.55523 -0.53038 -0.53478  -0.759
32 H 3.63255 0.45342 -0.42480  0.315
33 H 2.65420 -0.63885 -0.76345  0.486
34 O 0.83559 3.67854 -0.21900  -0.765
35 H 0.93664 3.80511 -1.17419  0.315
36 H 0.82152 2.67214 -0.01309  0.412
37 O 1.82601 -0.07626 -3.44001  -0.618
38 H 1.79066 -0.36711 -2.53243  0.409
39 H 2.66747 -0.65174 -3.59725  0.352
40 O -1.06285 -0.65503 3.27785  -0.673
41 H -0.79298 -1.22966 3.89230  0.222
42 H -0.99208 -0.96425 2.33405  0.553
43 O 2.10203 1.11207 2.66502  -0.684
44 H 1.55822 1.13763 2.03544  0.369
45 H 1.77061 1.74316 3.39209  0.343

Formula: C3H3NO2
Source: the OMol25 dataset
Level of theory: ωB97M-V/def2-TZVPD

Multiplicity   3
LUMO (spin up / spin down)   0.380 / -3.726 eV
Max |F|   7.3 eV/A
Molar mass   85.1 g/mol
Highest occupied orbital energy (spin up / spin down)   -7.01 / -11.12 eV
ΔE to the lowest compared entry with this formula, charge and spin   44.23 kcal/mol

Each line ends with the Mulliken charge.
Atoms and positions in Å:
1 C -1.53833 -0.10118 0.01755  0.146
2 C 0.80280 -0.66850 0.30797  -0.227
3 C -0.22126 0.36188 -0.21969  0.199
4 N -2.54629 -0.57094 0.15773  -0.318
5 O 1.82669 -0.36869 0.85137  -0.294
6 O 0.06491 1.68402 0.01382  -0.448
7 H 0.74630 -1.71224 0.11880  0.433
8 H -0.09857 -0.11254 -1.56962  0.157
9 H 0.96377 1.48818 0.32206  0.351

Formula: C5H6N
Source: the OMol25 dataset
Level of theory: ωB97M-V/def2-TZVPD

Multiplicity   3
Charge   +1
LUMO (spin up / spin down)   -4.268 / -9.687 eV
Max |F|   12.1 eV/A
Molar mass   80.1 g/mol
Highest occupied orbital energy (spin up / spin down)   -13.55 / -16.07 eV
ΔE to the lowest compared entry with this formula, charge and spin   100.84 kcal/mol

Each line ends with the Mulliken charge.
Atoms and positions in Å:
1 C 0.60401 -1.50252 0.00729  0.051
2 C 3.08012 2.08990 -0.64034  0.067
3 C -1.94835 -0.93423 0.59441  -0.537
4 C -1.42078 0.31955 -0.00731  -0.243
5 C -0.43977 -0.90861 0.15721  0.191
6 N 2.11727 2.01684 -0.07186  -0.329
7 H 1.59496 -2.02112 -0.04919  0.382
8 H 4.07061 2.05423 -1.09240  0.274
9 H -2.25569 -1.06220 1.53166  0.336
10 H -2.54558 -1.62113 0.00921  0.277
11 H -1.59956 0.38762 -1.10390  0.256
12 H -1.25724 1.18167 0.66521  0.275

Formula: C36H32N10O5PdSSe
Source: the OMol25 dataset
Level of theory: ωB97M-V/def2-TZVPD

Multiplicity   5
Charge   +2
LUMO (spin up / spin down)   -6.137 / -10.298 eV
Max |F|   4.0 eV/A
Molar mass   902.2 g/mol
Highest occupied orbital energy (spin up / spin down)   -13.04 / -12.91 eV
ΔE to the lowest compared entry with this formula, charge and spin   45.35 kcal/mol

Each line ends with the Mulliken charge.
Atoms and positions in Å:
1 Pd 0.06736 0.25721 -0.09016  0.112
2 O -2.08254 2.77991 -3.43986  -0.671
3 C -2.54244 3.77371 -2.67796  0.210
4 C -3.52834 4.62241 -3.20086  -0.679
5 C -4.01404 5.66401 -2.44406  -0.414
6 C -3.54944 5.87881 -1.14626  -0.755
7 C -2.58914 5.04801 -0.60616  -0.617
8 C -2.09014 3.97421 -1.34686  0.243
9 C -1.18244 3.00171 -0.74036  0.796
10 O -0.68604 2.05051 -1.42756  0.240
11 N -0.88684 3.13951 0.55014  -1.203
12 N -0.10564 2.23521 1.05384  1.129
13 C 0.68746 2.39341 2.05014  -0.702
14 C 1.59136 1.32351 2.39054  0.627
15 C 2.56126 1.47261 3.38784  -0.939
16 C 3.52886 0.49531 3.53514  -0.581
17 C 3.48646 -0.62399 2.71474  -1.052
18 C 2.46866 -0.71829 1.77714  -0.274
19 N 1.55046 0.22101 1.62144  0.778
20 H -1.31974 2.35951 -2.97266  0.115
21 H -3.88104 4.44221 -4.20466  0.499
22 H -4.76914 6.31711 -2.85066  0.433
23 H -3.95934 6.68301 -0.55866  0.439
24 H -2.22854 5.19621 0.39834  0.470
25 H 0.77766 3.35501 2.54604  0.456
26 H 2.57866 2.36051 4.00034  0.517
27 H 4.32606 0.61251 4.25464  0.446
28 H 4.23726 -1.39529 2.78074  0.493
29 H 2.40486 -1.57589 1.11624  0.495
30 C 3.79856 -1.56189 -2.85076  -0.863
31 C 3.23896 -0.70809 -3.98106  -1.341
32 C 2.78126 0.68401 -3.50046  2.580
33 C 2.09046 1.45521 -4.64566  -1.296
34 C 1.65316 2.85261 -4.21626  -1.019
35 C 4.00196 1.47521 -3.05206  -0.517
36 O 4.92266 1.71021 -3.78526  -0.601
37 N 3.99066 1.92711 -1.75676  0.107
38 C 3.04666 1.66051 -0.78086  -0.461
39 O 3.17586 2.10061 0.34134  -0.671
40 N 1.99046 0.88721 -1.15286  0.881
41 C 1.75436 0.47231 -2.39786  -0.331
42 O 0.70096 -0.11329 -2.64816  -0.180
43 H 4.06446 -2.54379 -3.23046  0.495
44 H 3.05436 -1.69029 -2.06476  -0.054
45 H 4.69146 -1.11649 -2.41836  0.294
46 H 2.37906 -1.21069 -4.42356  0.385
47 H 3.99426 -0.57449 -4.75596  0.514
48 H 1.22006 0.87591 -4.96076  0.435
49 H 2.78226 1.52701 -5.48766  0.473
50 H 1.06716 2.80761 -3.29706  0.094
51 H 1.04276 3.30091 -4.99706  0.499
52 H 2.51656 3.49301 -4.04426  0.356
53 H 4.78286 2.49011 -1.45826  0.326
54 Se -2.81774 0.03141 -2.55536  0.370
55 N -2.39924 -1.38589 -3.44536  -0.792
56 C -1.51324 -2.10359 -2.76616  0.282
57 C -0.84574 -3.27309 -3.17026  -0.601
58 C 0.12686 -3.76069 -2.33136  -0.876
59 C 0.45216 -3.09029 -1.14056  -0.282
60 N -0.17124 -2.01009 -0.71416  0.205
61 C -1.15354 -1.53509 -1.49936  0.749
62 N -1.80484 -0.41169 -1.18186  -0.156
63 H -1.07324 -3.73739 -4.11716  0.516
64 H 0.66326 -4.66119 -2.58686  0.457
65 H 1.25386 -3.46649 -0.51816  0.439
66 S -4.08984 -3.01519 4.38994  0.105
67 C -2.90894 -2.20379 3.37954  1.025
68 C -3.34734 -1.06729 2.68864  -0.981
69 C -2.46104 -0.37679 1.89024  -0.714
70 N -1.19184 -0.75379 1.72234  0.598
71 C -0.77984 -1.84869 2.35924  -0.711
72 C -1.58364 -2.59879 3.19724  -0.746
73 C -3.15024 -4.03959 5.54104  0.467
74 C -2.63734 -5.28709 5.21254  -0.158
75 C -2.08864 -6.04609 6.24354  -0.386
76 N -2.05974 -5.60729 7.47874  -0.458
77 C -2.52644 -4.42909 7.80314  -0.463
78 C -3.09344 -3.58629 6.85274  -0.233
79 H -4.36314 -0.72189 2.80134  0.460
80 H -2.77354 0.53011 1.38534  0.514
81 H 0.25056 -2.13979 2.20904  0.491
82 H -1.17174 -3.45609 3.70754  0.501
83 H -2.68504 -5.68369 4.20944  0.488
84 H -1.68874 -7.03539 6.06974  0.382
85 H -2.46644 -4.14889 8.84484  0.386
86 H -3.49364 -2.62509 7.13454  0.408

Formula: C25H27N3O8PRuS2
Source: the OMol25 dataset
Level of theory: ωB97M-V/def2-TZVPD

Multiplicity   6
LUMO (spin up / spin down)   0.355 / -1.287 eV
Max |F|   0.1 eV/A
Molar mass   693.7 g/mol
Highest occupied orbital energy (spin up / spin down)   -8.02 / -8.91 eV
ΔE to the lowest compared entry with this formula, charge and spin   0.00 kcal/mol

Each line ends with the Mulliken charge.
Atoms and positions in Å:
1 Ru -1.38853 0.07125 0.17228  1.868
2 O -3.47340 -1.85255 -0.24175  -0.554
3 C -3.83066 -2.29623 1.06689  -0.682
4 C -3.73286 -1.17387 2.08575  -0.920
5 N -2.37910 -0.61738 2.23765  0.807
6 C -1.42366 -1.60577 2.76126  -1.076
7 C -0.86045 -2.52050 1.67284  0.756
8 O -0.46491 -3.62961 1.95997  -0.727
9 O -0.84212 -1.99596 0.47898  -0.769
10 C -2.38616 0.58309 3.07946  -0.708
11 C -1.09388 1.38156 2.89072  0.368
12 O -0.63114 2.02019 3.80801  -0.672
13 O -0.58573 1.30923 1.69001  -0.301
14 H -2.62777 -2.26338 -0.48826  0.311
15 H -4.86748 -2.63529 1.03990  0.471
16 H -3.21828 -3.15240 1.35329  0.374
17 H -4.38522 -0.35901 1.77227  0.430
18 H -4.09029 -1.55096 3.05363  0.288
19 H -0.57043 -1.07624 3.19238  0.356
20 H -1.87097 -2.21529 3.55114  0.247
21 H -3.22013 1.22104 2.77843  0.494
22 H -2.50834 0.33754 4.13738  0.316
23 O -0.82084 1.49526 -2.00214  -0.663
24 S -0.85737 0.27194 -2.81432  1.492
25 O -1.53885 0.39561 -4.07957  -0.785
26 O -1.38446 -0.82759 -1.96038  -0.591
27 C 0.82689 -0.19757 -3.11618  -0.188
28 C 1.20624 -0.51225 -4.40945  -0.375
29 C 2.50239 -0.94150 -4.65646  -0.663
30 C 3.40246 -1.05721 -3.60953  -0.781
31 C 3.01539 -0.73318 -2.31643  -0.268
32 C 1.72456 -0.29199 -2.04650  -0.340
33 P 1.24186 0.24836 -0.36307  1.584
34 C 2.12327 -0.81191 0.80413  0.523
35 C 2.31789 -2.16945 0.56195  -0.489
36 C 2.82969 -2.98616 1.55772  -0.744
37 C 3.13521 -2.45828 2.80336  -0.516
38 C 2.91849 -1.11080 3.05905  -0.763
39 C 2.40777 -0.28732 2.06741  -0.873
40 C 2.03264 1.87903 -0.21471  0.546
41 C 3.42113 1.99479 -0.15378  -0.087
42 C 4.01490 3.24289 -0.07278  -0.782
43 C 3.22430 4.38494 -0.04820  -0.563
44 C 1.84378 4.27458 -0.09889  -0.839
45 C 1.24524 3.02494 -0.18017  -0.225
46 H 0.48091 -0.42285 -5.20628  0.561
47 H 2.80381 -1.18908 -5.66561  0.400
48 H 4.41256 -1.39835 -3.79573  0.425
49 H 3.72681 -0.83019 -1.50608  0.356
50 H 2.03959 -2.59725 -0.39282  0.469
51 H 2.96231 -4.04250 1.36688  0.406
52 H 3.52502 -3.10121 3.58192  0.399
53 H 3.13783 -0.69783 4.03538  0.440
54 H 2.21485 0.75809 2.27819  0.390
55 H 4.04135 1.10662 -0.15329  0.238
56 H 5.09305 3.32465 -0.02308  0.429
57 H 3.68748 5.36106 0.02053  0.391
58 H 1.22627 5.16267 -0.06422  0.431
59 H 0.16892 2.93892 -0.20708  0.169
60 N -3.64825 2.44806 -2.57251  -0.359
61 C -3.76781 1.42814 -1.71993  0.334
62 N -4.13949 0.24532 -2.18510  -0.284
63 S -3.47209 1.68411 -0.04664  -0.554
64 H -3.56420 2.25439 -3.55936  0.287
65 H -3.15538 3.25535 -2.22987  0.234
66 H -4.05237 0.04988 -3.17191  0.304
67 H -4.10224 -0.54457 -1.54673  0.248

Formula: C3H7N
Source: the OMol25 dataset
Level of theory: ωB97M-V/def2-TZVPD

LUMO   1.206 eV
Max |F|   0.4 eV/A
Molar mass   57.1 g/mol
Highest occupied orbital energy   -7.43 eV
ΔE to the lowest compared entry with this formula, charge and spin   102.62 kcal/mol

Each line ends with the Mulliken charge.
Atoms and positions in Å:
1 C -0.53117 -0.07441 -1.36514  -0.465
2 N 0.23951 0.07555 -0.33523  0.050
3 C 0.77340 0.73664 0.67908  -0.473
4 C 1.03545 -0.71540 0.59326  -0.273
5 H -2.07244 0.43745 0.73548  0.028
6 H -0.74118 -1.07485 -1.71928  0.238
7 H -0.94517 0.80272 -1.84694  0.285
8 H 1.34744 1.65042 0.68686  0.239
9 H -1.52206 0.70478 1.17391  -0.086
10 H 1.93881 -1.14966 0.15280  0.247
11 H 0.47741 -1.39326 1.24519  0.210